1.
60
Properties=species:S:1:pos:R:3:mulliken_spin:R:1 method="wB97M-V/def2-TZVPD" s2=0.76 spin_multiplicity=2 e_lumo_ev="-4.725 / -10.837" molar_mass_da=439.41 charge=+2 orbital_gap_ev="8.96 / 2.84"
O 20.481 -13.731 -9.929 0.0024
H 19.877 -14.475 -9.864 0.0027
H 21.006 -13.654 -9.129 -0.0077
H 20.034 -12.899 -10.102 0.0051
C 20.331 -11.741 -6.819 0.0017
O 19.502 -12.397 -7.326 0.0046
N 21.611 -11.926 -6.732 0.0559
N 19.957 -10.694 -6.165 0.0110
H 22.093 -11.398 -6.019 -0.0032
H 21.545 -12.932 -6.795 0.0021
H 18.953 -10.629 -6.076 -0.0007
H 20.638 -10.139 -5.667 -0.0003
C 18.134 -11.149 -10.468 -0.0001
O 18.992 -11.980 -10.797 -0.0009
N 17.829 -10.802 -9.255 0.0002
N 17.490 -10.362 -11.276 0.0000
H 17.370 -9.905 -9.319 0.0000
H 18.055 -11.328 -8.422 0.0001
H 16.660 -9.826 -11.066 0.0000
H 18.068 -10.259 -12.098 0.0000
C 20.356 -17.624 -11.308 0.0001
O 19.856 -16.807 -12.045 0.0000
N 21.131 -18.563 -11.679 0.0002
N 19.892 -17.836 -10.084 0.0001
H 21.040 -18.704 -12.675 -0.0001
H 21.469 -19.296 -11.073 0.0000
H 19.381 -17.035 -9.742 0.0001
H 20.391 -18.459 -9.465 0.0000
C 22.256 -15.736 -7.445 0.0007
O 21.965 -14.618 -7.827 0.0118
N 22.870 -16.013 -6.322 0.0002
N 22.011 -16.872 -8.062 -0.0005
H 23.035 -16.947 -5.974 0.0000
H 22.625 -15.205 -5.768 0.0001
H 22.213 -17.763 -7.631 0.0000
H 21.477 -16.882 -8.920 0.0001
C 23.768 -15.204 -11.188 -0.0264
O 22.619 -14.950 -11.418 0.0318
N 24.407 -16.094 -11.765 0.1700
N 24.556 -14.746 -10.304 0.1157
H 23.906 -16.856 -12.199 -0.0027
H 25.336 -15.937 -12.128 -0.0066
H 25.522 -15.025 -10.212 -0.0044
H 24.095 -14.085 -9.695 0.0058
C 18.035 -15.418 -7.942 -0.0001
O 18.721 -15.511 -8.976 0.0007
N 16.954 -14.692 -7.786 -0.0001
N 18.276 -16.155 -6.869 0.0000
H 16.754 -14.060 -8.548 0.0000
H 16.529 -14.599 -6.875 0.0000
H 19.012 -16.847 -6.875 0.0000
H 17.911 -15.717 -6.035 0.0001
C 23.039 -11.125 -9.878 -0.0215
O 22.722 -12.222 -9.352 0.5934
N 23.051 -10.051 -9.204 0.0325
N 23.327 -10.942 -11.162 0.0283
H 23.731 -9.356 -9.481 0.0007
H 22.489 -10.043 -8.365 -0.0036
H 23.692 -10.030 -11.398 -0.0006
H 23.455 -11.688 -11.831 0.0014


2.
95
Properties=species:S:1:pos:R:3:lowdin_charge:R:1 method="wB97M-V/def2-TZVPD" spin_multiplicity=1 e_lumo_ev="-7.517 / -7.515" molar_mass_da=812.98 charge=+2 orbital_gap_ev="5.49 / 5.50"
Mo -0.167 0.195 -0.669 1.2918
C -1.310 -0.104 3.821 0.0017
C -1.409 -0.016 2.331 -0.2156
N -0.351 -0.066 1.574 -0.0751
N 0.844 -0.222 2.294 -0.0253
C 1.878 0.210 1.700 -1.0175
S 1.887 0.877 0.044 0.6609
S 3.486 0.189 2.345 0.9559
C 3.333 -0.736 3.901 -0.3900
C 2.651 -0.022 5.036 -0.3032
C 3.070 1.243 5.439 -0.0540
C 2.477 1.863 6.528 -0.0679
C 1.472 1.217 7.236 -0.0741
C 1.062 -0.050 6.849 -0.0769
C 1.645 -0.663 5.748 -0.0719
C -2.759 0.152 1.766 -0.1204
C -3.879 0.117 2.611 -0.0111
C -5.154 0.354 2.138 -0.0426
C -5.354 0.649 0.794 -0.0331
C -4.277 0.679 -0.072 0.0054
C -3.001 0.423 0.415 -0.3203
O -2.005 0.399 -0.495 -0.2900
H -0.287 -0.060 4.167 0.0488
H -1.754 -1.045 4.157 0.1147
H -1.882 0.705 4.274 0.0958
H 4.385 -0.912 4.140 0.0913
H 2.877 -1.703 3.696 0.0872
H 3.866 1.746 4.902 0.1092
H 2.813 2.843 6.837 0.1100
H 1.023 1.694 8.097 0.1093
H 0.292 -0.566 7.409 0.1098
H 1.325 -1.654 5.447 0.1173
H -3.756 -0.102 3.661 0.1136
H -5.993 0.317 2.817 0.1197
H -6.350 0.851 0.424 0.1219
H -4.402 0.891 -1.125 0.1299
C -2.080 -4.224 -2.693 -0.0274
N -1.490 -3.452 -1.596 -0.1621
C -2.450 -2.667 -0.831 -0.0387
C -0.172 -3.363 -1.429 -0.6308
S 0.659 -2.078 -0.592 0.7877
N 0.607 -4.375 -1.814 -0.1822
C 0.158 -5.769 -1.737 -0.0147
C 2.044 -4.226 -2.049 -0.0542
H -2.828 -3.594 -3.176 0.1048
H -2.569 -5.129 -2.333 0.1043
H -1.317 -4.479 -3.422 0.0861
H -3.351 -3.266 -0.708 0.1104
H -2.713 -1.752 -1.359 0.0809
H -2.051 -2.432 0.153 0.0768
H -0.776 -5.838 -1.189 0.0952
H 0.919 -6.331 -1.197 0.1074
H 0.039 -6.208 -2.728 0.1052
H 2.266 -3.226 -2.406 0.0501
H 2.327 -4.946 -2.815 0.1064
H 2.607 -4.436 -1.139 0.1031
C 2.265 -2.598 -5.244 -0.0751
C 2.838 -1.595 -4.472 -0.0683
C 2.043 -0.796 -3.664 -0.0587
C 0.661 -0.983 -3.618 -0.2900
C 0.099 -1.996 -4.393 -0.0564
C 0.893 -2.799 -5.200 -0.0673
C -0.230 -0.079 -2.851 -0.2769
C 0.172 1.176 -2.327 -0.3230
C 0.673 2.350 -2.888 -0.1427
C 0.820 2.379 -4.292 0.0135
C 1.426 3.434 -4.921 0.0344
C 1.925 4.565 -4.206 -0.0275
C 1.750 4.613 -2.875 0.0076
C 1.075 3.545 -2.093 -0.2381
H 2.885 -3.210 -5.887 0.1141
H 3.907 -1.430 -4.505 0.1161
H 2.504 -0.017 -3.065 0.1105
H -0.978 -2.125 -4.396 0.1090
H 0.438 -3.565 -5.815 0.1131
H -1.277 -0.153 -3.160 0.1202
H 0.482 1.530 -4.869 0.1291
H 1.543 3.403 -5.998 0.1311
H 2.406 5.371 -4.742 0.1236
H 2.077 5.478 -2.310 0.1363
H 1.812 3.212 -1.341 0.1221
C -0.134 4.192 -1.330 -0.0632
C -0.359 3.762 0.099 -0.2469
C 0.668 3.859 1.038 -0.0706
C 0.424 3.639 2.383 -0.0564
C -0.868 3.350 2.816 -0.0688
C -1.897 3.262 1.895 -0.0717
C -1.641 3.451 0.539 -0.0416
H 0.039 5.269 -1.307 0.1322
H -1.035 4.050 -1.928 0.1344
H 1.671 4.130 0.724 0.1188
H 1.232 3.723 3.098 0.1146
H -1.065 3.226 3.873 0.1127
H -2.910 3.072 2.227 0.1157
H -2.457 3.405 -0.174 0.1202